[1]
Entry from the Open Molecules 2025 dataset: a molecular structure, C76H94BeF12N10O8 in a non-equilibrium geometry (the ωB97M-V functional and the def2-TZVPD basis).

Atoms and positions in Å:
Be -0.263 -3.362 1.295
C 0.050 -0.106 0.650
O 1.197 -1.024 0.810
O -1.062 -0.917 1.039
C 0.289 1.202 1.474
F 0.693 0.980 2.701
F 1.213 2.030 0.953
F -0.832 1.989 1.535
C 2.435 -0.828 0.107
C 2.595 -1.454 -1.325
H 1.937 -0.997 -2.063
H 3.619 -1.353 -1.682
H 2.303 -2.500 -1.233
H 3.174 -1.317 0.742
H 2.886 0.160 0.201
H 0.013 0.163 -0.406
C 6.561 -0.887 1.492
O 5.774 0.369 1.300
O 7.175 -0.719 2.729
C 5.805 -2.158 1.124
F 4.820 -2.402 1.864
F 5.315 -2.226 -0.139
F 6.567 -3.282 1.242
C 5.628 0.958 0.060
C 5.034 2.316 0.308
H 5.689 2.998 0.850
H 4.946 2.880 -0.621
H 4.028 2.420 0.713
H 4.896 0.405 -0.529
H 6.462 1.072 -0.632
H 7.346 -0.692 0.762
C -6.872 5.586 1.554
O -5.805 4.631 1.585
O -7.317 5.799 2.861
C -6.414 6.834 0.627
F -5.097 6.962 0.759
F -6.646 6.617 -0.662
F -6.854 8.134 0.861
C -5.303 3.908 0.371
C -4.443 2.655 0.691
H -3.984 2.346 -0.248
H -3.675 2.771 1.456
H -4.989 1.777 1.036
H -4.554 4.482 -0.174
H -6.070 3.523 -0.302
H -7.696 5.045 1.089
C 5.565 2.594 -5.941
O 4.208 2.220 -5.556
O 5.621 2.544 -7.363
C 5.995 3.942 -5.175
F 7.046 4.565 -5.709
F 4.943 4.732 -4.881
F 6.501 3.530 -4.033
C 3.932 2.092 -4.064
C 2.672 1.320 -3.896
H 1.945 1.942 -4.418
H 2.728 0.382 -4.449
H 2.459 1.174 -2.837
H 3.997 3.089 -3.628
H 4.709 1.445 -3.657
H 6.164 1.798 -5.500
C -8.198 -5.065 4.352
N -6.993 -4.223 4.482
C -6.784 -3.649 5.695
C -5.766 -2.699 5.805
C -4.887 -2.382 4.714
C -5.239 -2.972 3.452
C -6.245 -3.987 3.384
C -3.740 -1.421 4.965
C -3.230 -0.592 4.028
C -2.118 0.210 4.276
N -1.458 0.061 5.469
C -1.928 -0.778 6.378
C -3.125 -1.420 6.211
C -0.317 0.808 5.749
H -8.162 -5.609 3.408
H -8.897 -4.239 4.218
H -8.343 -5.613 5.283
H -7.412 -3.862 6.547
H -5.700 -2.174 6.747
H -4.651 -2.722 2.582
H -6.588 -4.563 2.538
H -3.807 -0.442 3.128
H -1.717 0.870 3.521
H -1.252 -0.885 7.214
H -3.422 -2.046 7.039
H 0.228 0.376 6.588
H -0.478 1.869 5.939
H 0.349 0.744 4.889
C -1.862 9.359 -5.516
N -1.922 8.795 -4.174
C -1.742 9.591 -3.052
C -1.535 8.986 -1.778
C -1.515 7.563 -1.701
C -1.813 6.832 -2.836
C -1.878 7.433 -4.068
C -1.224 6.775 -0.480
C 0.092 6.754 0.079
C 0.457 6.111 1.241
N -0.441 5.329 1.817
C -1.766 5.356 1.425
C -2.146 6.026 0.285
C -0.116 4.582 3.121
H -2.264 10.371 -5.462
H -2.335 8.715 -6.259
H -0.782 9.373 -5.656
H -1.690 10.668 -3.111
H -1.398 9.607 -0.905
H -1.890 5.760 -2.731
H -1.963 6.836 -4.964
H 0.904 7.140 -0.520
H 1.431 6.056 1.705
H -2.394 4.775 2.083
H -3.186 6.124 0.010
H 0.784 3.979 3.001
H -0.961 4.035 3.539
H 0.113 5.386 3.821
C -8.212 -7.460 -2.047
N -7.360 -6.283 -2.171
C -6.629 -5.880 -1.113
C -5.917 -4.663 -1.194
C -5.863 -3.951 -2.387
C -6.637 -4.414 -3.485
C -7.438 -5.559 -3.310
C -4.942 -2.771 -2.465
C -5.414 -1.453 -2.807
C -4.549 -0.354 -2.688
N -3.241 -0.511 -2.420
C -2.733 -1.782 -2.228
C -3.621 -2.894 -2.040
C -2.345 0.581 -2.513
H -8.091 -7.988 -1.101
H -7.892 -8.112 -2.860
H -9.221 -7.125 -2.289
H -6.670 -6.477 -0.214
H -5.493 -4.224 -0.303
H -6.748 -3.838 -4.391
H -8.012 -5.980 -4.122
H -6.432 -1.284 -3.124
H -4.911 0.608 -3.020
H -1.677 -1.874 -2.022
H -3.222 -3.838 -1.700
H -2.992 1.398 -2.832
H -1.596 0.342 -3.268
H -1.939 0.805 -1.526
C 3.312 -5.717 -1.287
N 3.501 -5.123 -2.674
C 4.635 -4.311 -2.777
C 4.838 -3.611 -3.986
C 3.901 -3.726 -5.033
C 2.760 -4.533 -4.798
C 2.590 -5.210 -3.581
C 4.033 -2.959 -6.323
C 3.718 -3.419 -7.588
C 3.868 -2.604 -8.720
N 4.283 -1.332 -8.580
C 4.594 -0.742 -7.390
C 4.575 -1.593 -6.252
C 4.628 -0.569 -9.808
H 3.258 -4.978 -0.488
H 4.061 -6.407 -0.901
H 2.250 -5.918 -1.145
H 5.250 -4.264 -1.890
H 5.664 -2.917 -4.030
H 2.017 -4.477 -5.579
H 1.795 -5.838 -3.206
H 3.364 -4.439 -7.579
H 3.653 -3.005 -9.699
H 4.977 0.267 -7.348
H 4.667 -1.108 -5.291
H 4.673 0.444 -9.408
H 3.769 -0.759 -10.450
H 5.600 -0.959 -10.112
C 5.871 2.136 4.169
N 5.081 0.959 4.694
C 5.613 0.205 5.704
C 4.933 -0.898 6.192
C 3.832 -1.414 5.414
C 3.411 -0.714 4.278
C 4.016 0.515 3.963
C 3.286 -2.752 5.814
C 2.588 -2.881 7.010
C 2.140 -4.113 7.470
N 2.281 -5.198 6.652
C 2.740 -5.149 5.373
C 3.281 -3.867 4.994
C 1.952 -6.502 7.258
H 6.702 2.328 4.847
H 5.210 3.003 4.190
H 6.217 2.022 3.142
H 6.392 0.643 6.310
H 5.278 -1.441 7.060
H 2.598 -1.014 3.633
H 3.820 1.116 3.088
H 2.300 -2.051 7.638
H 1.933 -4.077 8.530
H 2.809 -6.096 4.858
H 3.677 -3.605 4.024
H 1.154 -6.519 8.000
H 2.937 -6.889 7.520
H 1.374 -7.031 6.500

HOMO-LUMO gap (spin up / spin down) = 1.6 / 1.6 eV
2S+1 = 2
net charge = +7

=====

[2]
Entry from the Open Molecules 2025 dataset: 17 unconnected molecules or ions with the total composition C30H80Br2N12O28 in a non-equilibrium geometry (the ωB97M-V functional and the def2-TZVPD basis).

Atoms and positions in Å:
C 5.207 15.043 -16.162
N 4.845 16.504 -16.093
O 5.700 17.297 -15.815
O 3.727 16.832 -16.420
H 4.955 14.543 -15.227
H 6.293 15.025 -16.257
H 4.762 14.721 -17.104
C 4.706 26.434 -7.516
N 4.040 25.181 -7.999
O 4.835 24.191 -8.087
O 2.826 25.306 -8.075
H 4.816 26.496 -6.433
H 4.054 27.263 -7.788
H 5.643 26.416 -8.072
C 11.816 15.669 -10.743
N 10.509 16.307 -11.097
O 9.583 15.561 -11.413
O 10.352 17.496 -10.754
H 12.202 15.054 -11.555
H 11.575 15.115 -9.836
H 12.377 16.561 -10.464
C 10.757 23.051 -13.871
N 10.005 23.381 -15.145
O 9.590 24.539 -15.295
O 9.864 22.573 -16.044
H 11.273 23.934 -13.493
H 11.463 22.254 -14.107
H 9.968 22.724 -13.194
C 3.339 24.134 -11.031
N 2.700 23.354 -12.158
O 3.226 23.285 -13.264
O 1.679 22.744 -11.814
H 3.909 24.995 -11.379
H 3.877 23.456 -10.368
H 2.440 24.560 -10.586
C 6.723 16.336 -9.251
N 7.823 15.788 -8.389
O 8.991 16.089 -8.665
O 7.573 15.044 -7.484
H 5.905 15.616 -9.281
H 7.177 16.475 -10.232
H 6.365 17.300 -8.889
C 1.316 19.190 -15.910
N 0.920 18.160 -14.865
O 0.623 17.077 -15.384
O 0.963 18.544 -13.721
H 0.397 19.591 -16.336
H 1.835 18.636 -16.692
H 1.892 20.007 -15.475
C 7.032 13.986 -11.947
N 7.831 13.438 -13.084
O 7.921 14.160 -14.112
O 8.148 12.266 -12.886
H 7.153 13.276 -11.129
H 5.973 14.070 -12.193
H 7.354 15.019 -11.817
C 3.270 17.576 -11.414
N 3.215 16.122 -11.033
O 3.068 15.873 -9.859
O 3.542 15.315 -11.914
H 2.320 18.107 -11.350
H 3.711 17.809 -12.383
H 3.836 18.039 -10.606
C 8.291 24.736 -10.002
N 6.929 25.078 -10.560
O 6.288 24.278 -11.203
O 6.432 26.156 -10.135
H 8.968 24.750 -10.856
H 8.073 23.796 -9.495
H 8.438 25.465 -9.205
C 5.292 20.876 -11.402
N 6.284 19.837 -11.348
O 7.067 19.851 -12.279
O 6.432 19.085 -10.384
H 5.953 21.741 -11.455
H 4.811 20.783 -10.428
H 4.692 20.623 -12.276
C 5.815 24.746 -14.925
N 6.560 25.636 -13.971
O 6.202 26.752 -13.691
O 7.532 25.020 -13.501
H 4.765 24.889 -14.672
H 6.147 23.708 -14.890
H 5.981 25.295 -15.852
Br 11.146 20.973 -11.394
C 10.662 20.412 -9.638
C 9.235 20.095 -9.560
Br 8.895 19.413 -7.695
H 11.056 21.214 -9.013
H 11.211 19.505 -9.384
H 8.937 19.208 -10.121
H 8.623 20.954 -9.836
C 6.145 17.592 -3.971
C 5.317 18.901 -3.880
O 6.072 19.907 -4.601
C 5.326 21.061 -4.929
C 6.158 21.984 -5.779
H 6.611 17.538 -4.955
H 6.962 17.447 -3.264
H 5.478 16.736 -3.868
H 4.323 18.723 -4.291
H 5.137 19.219 -2.853
H 4.410 20.820 -5.469
H 5.098 21.631 -4.028
H 6.641 21.520 -6.638
H 7.053 22.135 -5.175
H 5.586 22.862 -6.079
C 0.574 21.160 -6.765
C 0.729 19.693 -7.275
O 2.119 19.447 -7.628
C 2.516 18.151 -7.438
C 4.075 18.045 -7.331
H 0.799 21.861 -7.568
H -0.429 21.474 -6.474
H 1.155 21.420 -5.880
H 0.285 18.845 -6.755
H 0.199 19.574 -8.220
H 2.184 17.720 -6.494
H 2.134 17.560 -8.271
H 4.492 18.037 -8.338
H 4.367 17.053 -6.988
H 4.520 18.797 -6.680
C 9.267 19.388 -14.598
C 9.326 17.875 -14.471
O 10.642 17.365 -14.794
C 10.956 16.029 -14.573
C 11.106 15.463 -15.956
H 9.590 19.816 -15.547
H 8.257 19.793 -14.532
H 9.952 19.826 -13.872
H 9.052 17.617 -13.448
H 8.631 17.399 -15.163
H 11.876 15.922 -13.998
H 10.156 15.497 -14.058
H 10.092 15.472 -16.357
H 11.440 14.428 -16.028
H 11.875 15.959 -16.549
C 4.620 20.757 -16.634
C 5.208 20.926 -18.081
O 4.944 19.726 -18.730
C 5.950 19.032 -19.430
C 7.024 18.504 -18.426
H 3.909 19.933 -16.567
H 5.463 20.703 -15.945
H 4.074 21.673 -16.411
H 4.656 21.684 -18.637
H 6.227 21.308 -18.150
H 5.642 18.209 -20.074
H 6.292 19.772 -20.154
H 7.995 18.289 -18.872
H 6.566 17.597 -18.034
H 7.249 19.148 -17.576

HOMO-LUMO gap = 8.5 eV
energy above the lowest of the compared OMol25 structures with the same formula, charge and spin = 44.0 kcal per mole
2S+1 = 1

=====

[3]
Entry from the Open Molecules 2025 dataset: 2 unconnected molecules or ions with the total composition C4H3BrCl2 in a non-equilibrium geometry (the ωB97M-V functional and the def2-TZVPD basis).

Atoms and positions in Å:
C -0.524 0.131 -0.775
C 2.291 0.375 -0.105
C 0.098 1.235 -0.497
C 3.594 0.566 0.206
Cl -0.025 2.921 -0.318
Cl 4.400 2.146 0.417
Br 4.711 -0.941 -0.187
H -1.503 -0.004 -1.391
H 0.015 -0.835 -0.622
H 1.860 -0.494 -0.294

HOMO-LUMO gap (spin up / spin down) = 8.3 / 8.3 eV
energy above the lowest of the compared OMol25 structures with the same formula, charge and spin = 88.5 kcal per mole
2S+1 = 1

=====

[4]
Entry from the Open Molecules 2025 dataset: a molecular structure, C51H63MnN3P2SiTe (the ωB97M-V functional and the def2-TZVPD basis).

Atoms and positions in Å:
Mn 1.499 0.017 -0.544
C 3.719 -1.222 -2.562
C 3.803 -0.505 -1.240
C 4.145 -1.222 -0.087
C 4.581 -0.590 1.063
C 4.985 -1.390 2.276
C 4.663 0.805 1.078
C 4.258 1.555 -0.008
C 4.359 3.060 0.004
C 3.801 0.892 -1.154
H 3.470 -0.534 -3.366
H 2.973 -2.020 -2.544
H 4.691 -1.673 -2.781
H 4.118 -2.308 -0.123
H 6.069 -1.535 2.299
H 4.518 -2.377 2.274
H 4.704 -0.879 3.199
H 5.021 1.309 1.972
H 5.302 3.381 -0.446
H 4.327 3.451 1.021
H 3.550 3.519 -0.568
H 3.612 1.469 -2.050
Te -0.351 -3.156 -3.809
C -2.397 -3.153 -4.387
C -3.180 -4.297 -4.362
C -4.536 -4.193 -4.657
N -5.140 -3.046 -4.971
C -4.368 -1.952 -5.010
C -3.011 -1.953 -4.730
C -0.469 -1.460 -2.566
P 0.598 -0.041 -2.922
C 0.633 0.268 -4.729
C 1.440 -0.543 -5.534
C 1.525 -0.335 -6.904
C 0.818 0.704 -7.496
C 0.035 1.534 -6.707
C -0.052 1.322 -5.334
C -0.510 1.295 -2.362
C -0.092 2.667 -2.000
C -0.925 3.806 -2.457
C -2.120 3.588 -3.132
C -2.676 2.329 -3.158
C -2.042 1.256 -2.349
P -0.033 -1.764 -0.842
C -1.055 -0.729 0.357
C -0.681 -1.015 1.610
C -1.198 -0.409 2.877
C -2.449 0.365 2.602
C -2.898 0.610 1.378
C -2.211 0.223 0.081
C -0.821 -3.377 -0.423
C -2.174 -3.583 -0.710
C -2.789 -4.778 -0.369
C -2.061 -5.783 0.267
C -0.719 -5.586 0.553
C -0.103 -4.385 0.206
H -2.756 -5.259 -4.094
H -5.169 -5.075 -4.627
H -4.867 -1.026 -5.284
H -2.439 -1.032 -4.771
H 1.999 -1.354 -5.088
H 2.144 -0.987 -7.510
H 0.879 0.866 -8.567
H -0.513 2.354 -7.158
H -0.670 1.982 -4.742
H 0.973 2.853 -2.001
H -0.507 4.804 -2.383
H -2.607 4.416 -3.636
H -3.584 2.126 -3.716
H -2.422 0.258 -2.555
H 0.088 -1.775 1.742
H -1.462 -1.219 3.569
H -3.061 0.650 3.455
H -3.864 1.084 1.279
H -2.946 -0.332 -0.513
H -2.731 -2.810 -1.230
H -3.836 -4.931 -0.606
H -2.542 -6.718 0.533
H -0.148 -6.368 1.042
H 0.952 -4.234 0.419
C 1.739 0.345 2.475
Si 0.341 0.381 3.733
C 0.153 2.199 4.290
C 1.125 2.566 5.423
C 0.482 3.082 3.078
C -1.276 2.509 4.773
C 0.823 -0.859 5.094
C -0.227 -0.848 6.218
C 0.881 -2.268 4.476
C 2.216 -0.577 5.686
H 2.631 0.852 2.856
H 1.445 0.848 1.547
H 2.016 -0.682 2.225
H 2.169 2.374 5.152
H 0.907 2.028 6.349
H 1.033 3.639 5.638
H 1.561 3.123 2.896
H 0.129 4.106 3.256
H 0.009 2.719 2.161
H -1.587 1.846 5.590
H -2.006 2.417 3.969
H -1.321 3.540 5.149
H -1.230 -1.090 5.843
H -0.284 0.124 6.721
H 0.027 -1.599 6.978
H -0.056 -2.572 4.000
H 1.096 -2.999 5.267
H 1.680 -2.351 3.728
H 2.253 0.353 6.251
H 2.986 -0.533 4.906
H 2.491 -1.389 6.372
C -3.967 2.869 -0.575
N -2.547 2.727 -0.360
C -1.969 3.626 0.602
C -1.893 1.523 -0.779
N -0.402 1.677 -0.893
H -4.184 3.801 -1.110
H -4.531 2.894 0.366
H -4.354 2.042 -1.175
H -2.266 4.653 0.355
H -0.882 3.577 0.550
H -2.278 3.424 1.637

HOMO-LUMO gap (spin up / spin down) = 6.7 / 5.1 eV
2S+1 = 6

=====

| no. | total energy (eV) |
| --- | --- |
| 1 | -144537.9041 |
| 2 | -247664.6969 |
| 3 | -99277.9654 |
| 4 | -123442.8508 |